No. 1
Computed, not measured: 2 unconnected molecules or ions with the total composition C2O2S at a distorted geometry, with the ωB97M-V functional and the def2-TZVPD basis.

```
5
Properties=species:S:1:pos:R:3:forces:R:3
C 1.866 0.122 0.901 0.5657 0.3006 -1.4363
C -1.247 -0.211 -0.289 0.2063 -0.8118 0.0915
O 2.219 0.317 -0.163 -0.4026 -0.2271 1.4899
O -0.409 -0.988 -0.496 -0.7525 0.8200 0.0206
S -2.430 0.760 0.047 0.3832 -0.0817 -0.1657
```
Forces are in eV/Å.

## Properties
2S+1: 1
Orbital gap (Eh): 0.423
Energy relative to the best compared isomer or geometry (same formula, charge and spin) (kcal/mol): 0.8
HOMO level (eV): -10.85

Okay, here come the Mulliken numbers, in e, for every atom:
1. C 0.120
2. C 0.631
3. O -0.127
4. O -0.345
5. S -0.279

***

No. 2
Computed, not measured: 2 unconnected molecules or ions with the total composition C2O3 at a distorted geometry, with the ωB97M-V functional and the def2-TZVPD basis.

```
5
Properties=species:S:1:pos:R:3:forces:R:3
C 1.273 0.507 0.339 -0.0343 0.1894 0.0648
C -1.140 -0.274 -0.305 -0.9809 0.4994 -0.9790
O 2.329 0.262 0.617 0.4780 -0.0752 0.1058
O -0.964 -0.051 -1.408 0.9395 0.1727 -2.3965
O -1.498 -0.444 0.757 -0.4022 -0.7863 3.2049
```
Forces are in eV/Å.

## Properties
2S+1: 1
Orbital gap (Eh): 0.502
Energy relative to the best compared isomer or geometry (same formula, charge and spin) (kcal/mol): 4.3
HOMO level (eV): -12.91

Okay, here come the Mulliken numbers, in e, for every atom:
1. C 0.087
2. C 0.721
3. O -0.128
4. O -0.345
5. O -0.334

***

No. 3
Computed, not measured: a molecular structure, C2O6V at a distorted geometry, with the ωB97M-V functional and the def2-TZVPD basis.

```
9
Properties=species:S:1:pos:R:3:forces:R:3
V -0.204 0.245 0.262 0.4447 -1.3149 -1.3331
C 2.066 0.803 1.270 2.6556 0.2028 -0.8101
O 0.999 1.170 1.763 -6.9350 1.2541 1.9927
O 1.939 0.004 0.283 -0.5466 -1.5635 -2.1030
O 3.099 1.282 1.714 2.9985 0.1183 0.3341
C -2.112 -0.899 -1.215 1.7209 -2.2166 -5.5028
O -2.748 -1.512 -2.090 -4.5883 0.1564 -0.1299
O -2.052 0.292 -0.907 -2.7677 6.9147 3.1917
O -0.986 -1.384 -1.079 7.0179 -3.5514 4.3603
```
Forces are in eV/Å.

## Properties
2S+1: 4
Total charge: -2
Orbital gap (alpha / beta) (Eh): 0.244 / 0.239
Energy relative to the best compared isomer or geometry (same formula, charge and spin) (kcal/mol): 43.9
<S²>: 3.7618
HOMO level (alpha / beta) (eV): -0.36 / -0.49

Okay, here come the Mulliken numbers, in e, for every atom:
1. V 0.700
2. C 1.058
3. O -0.777
4. O -0.829
5. O -0.784
6. C 0.979
7. O -0.780
8. O -0.799
9. O -0.769

***

No. 4
Computed, not measured: a molecular structure, C30H15ClN4O4S7W at a distorted geometry, with the ωB97M-V functional and the def2-TZVPD basis.

```
62
Properties=species:S:1:pos:R:3:forces:R:3
W -1.158 0.395 -0.800 0.5882 -1.1277 -1.2352
Cl -3.677 7.246 -0.286 0.0192 -0.0924 -0.0252
C -3.351 5.555 -0.497 -0.1052 0.0847 -0.0436
C -4.195 4.780 -1.295 -0.1006 0.0351 -0.0420
C -3.964 3.432 -1.454 -0.2728 0.0275 -0.0888
C -2.873 2.835 -0.839 0.4068 -0.2476 -0.0598
O -2.643 1.545 -1.032 -1.0713 0.8689 0.0371
C -2.007 3.611 -0.056 0.1915 0.1229 0.1296
C -0.880 3.063 0.657 -0.1988 0.3581 0.1191
N -0.438 1.862 0.588 0.3870 -0.1570 0.1825
C 0.472 1.345 1.573 -0.2327 0.0311 -0.2830
C 1.176 2.097 2.462 0.1848 0.2266 0.2002
C 1.892 1.482 3.507 0.0038 0.1474 -0.0125
C 1.873 0.127 3.656 0.0197 -0.1133 0.0362
C 1.200 -0.676 2.709 0.1584 -0.0940 0.0960
C 1.177 -2.092 2.777 0.1583 0.0143 0.1681
C 0.579 -2.799 1.788 -0.0573 -0.1765 -0.0876
C -0.028 -2.107 0.721 0.1075 -0.1576 0.0017
N -0.082 -0.799 0.662 0.1642 0.1216 0.3416
C 0.537 -0.063 1.647 -0.1175 0.0311 -0.1333
C -2.276 4.977 0.121 0.1969 0.0941 0.1221
H -5.035 5.248 -1.792 0.0082 -0.0023 0.0318
H -4.608 2.818 -2.070 0.0074 0.0356 0.0142
H -0.412 3.735 1.369 -0.0634 0.0647 0.0585
H 1.189 3.177 2.389 0.0121 -0.0308 0.0356
H 2.438 2.101 4.207 -0.0313 -0.0056 -0.0115
H 2.375 -0.349 4.490 0.0061 0.0030 -0.0533
H 1.655 -2.592 3.613 -0.0581 0.0486 -0.0554
H 0.538 -3.880 1.798 0.0309 0.0592 -0.0434
H -0.488 -2.645 -0.092 -0.0921 -0.0908 -0.0428
H -1.620 5.581 0.740 -0.0525 -0.0535 -0.0418
S -2.551 0.233 1.501 0.2223 0.0259 -0.3330
C -2.920 -1.362 1.011 -0.1075 -0.1591 0.1104
S -2.789 -1.489 -0.718 0.1252 0.0384 0.0119
C -3.162 -2.416 1.840 0.0146 -0.2639 0.1820
C -3.069 -2.255 3.266 -0.0893 -0.1133 -0.1763
N -2.954 -2.143 4.407 -0.0003 0.0293 -0.1888
C -3.399 -3.733 1.312 -0.0209 0.1315 0.1528
N -3.582 -4.792 0.895 0.0791 0.2046 0.0358
O -0.466 0.957 -7.808 0.0154 -0.0181 0.1779
C -0.517 0.869 -6.616 0.0201 0.0214 -0.2227
S -0.821 -0.650 -5.747 0.0313 0.0350 -0.0349
C -0.796 0.064 -4.150 0.1630 -0.3064 0.0259
C -0.570 1.383 -4.043 0.3003 0.1413 0.0672
S -0.496 2.245 -2.566 -0.4554 -0.0681 0.3656
S -0.310 2.263 -5.522 0.0566 -0.0021 -0.0794
S -1.124 -0.963 -2.801 -0.4208 0.4059 0.5878
O 5.340 -4.417 1.147 0.0011 0.0846 -0.0512
C 4.664 -4.369 -0.025 -0.0178 0.0316 0.0847
O 4.722 -5.294 -0.781 -0.0562 -0.0510 -0.0729
C 3.850 -3.136 -0.293 0.0561 -0.1144 -0.0334
C 2.857 -3.217 -1.267 -0.0469 0.0550 -0.0690
C 2.084 -2.109 -1.574 0.0785 -0.0010 0.0531
C 2.285 -0.894 -0.908 -0.0893 -0.1346 0.0662
S 1.393 0.577 -1.351 -0.0172 -0.1411 -0.1509
C 3.297 -0.814 0.046 0.0083 0.0275 0.0555
C 4.074 -1.926 0.347 0.0218 0.1513 0.0772
H 5.179 -3.617 1.661 -0.0241 -0.0345 0.0267
H 2.721 -4.157 -1.787 -0.0121 0.0411 0.0154
H 1.326 -2.170 -2.345 0.0378 -0.0220 0.0321
H 3.489 0.134 0.536 -0.0282 -0.0424 0.0163
H 4.877 -1.810 1.070 -0.0426 0.0223 -0.0471
```
Forces are in eV/Å.

## Properties
2S+1: 1
Orbital gap (alpha / beta) (Eh): 0.200 / 0.205
Energy relative to the best compared isomer or geometry (same formula, charge and spin) (kcal/mol): 28.4
HOMO level (alpha / beta) (eV): -7.84 / -7.86

Okay, here come the Mulliken numbers, in e, for every atom:
1. W -1.003
2. Cl -0.215
3. C 0.065
4. C -0.528
5. C -0.758
6. C 0.335
7. O -0.207
8. C 0.961
9. C 0.444
10. N 0.400
11. C 0.059
12. C -0.659
13. C -1.033
14. C -0.982
15. C 1.009
16. C -1.019
17. C -1.512
18. C -0.327
19. N 1.384
20. C 0.337
21. C -1.231
22. H 0.438
23. H 0.519
24. H 0.194
25. H 0.523
26. H 0.428
27. H 0.492
28. H 0.555
29. H 0.584
30. H 0.694
31. H 0.464
32. S -0.300
33. C 0.809
34. S -0.345
35. C 0.693
36. C -0.060
37. N -0.546
38. C -0.134
39. N -0.501
40. O -0.543
41. C 0.591
42. S -0.113
43. C 0.309
44. C 0.354
45. S -0.199
46. S -0.111
47. S -0.241
48. O -0.480
49. C 0.536
50. O -0.540
51. C 1.070
52. C -0.941
53. C -0.484
54. C 0.476
55. S -0.053
56. C -0.759
57. C -0.988
58. H 0.289
59. H 0.476
60. H 0.441
61. H 0.515
62. H 0.369